Entry 1:
C4H12 | ωB97M-V/def2-TZVPD

Geometry as ORCA input:
```
! wB97M-V def2-TZVPD RIJCOSX def2/J DEFGRID3
* xyz 0 1
C -0.115 -1.693 0.071
C -0.504 -2.674 1.297
H -0.667 -1.887 -0.826
H -0.159 -0.754 0.466
H 0.929 -1.821 -0.179
H -0.018 -3.673 1.228
H -1.509 -3.071 1.209
H -0.211 -2.262 2.312
C 0.816 1.910 -1.199
C -0.193 2.511 -0.207
H 1.381 1.145 -0.689
H 0.439 1.340 -2.128
H 1.429 2.679 -1.545
H 0.139 2.951 0.718
H -0.834 3.362 -0.495
H -0.944 1.664 0.157
*
```

## Properties
Gap between HOMO and LUMO ... 12.58 eV
HOMO energy ... -0.42065 hartree
SMILES ... CC.CC
Electronic energy ... -4341.46866 eV
ΔE to the lowest compared entry with this formula, charge and spin ... 102.2 kJ/mol

These are the natural (NBO) partial charges, in e, on atoms 1 to 5: atom 1 (C): -0.60, atom 2 (C): -0.63, atom 3 (H): 0.21, atom 4 (H): 0.20, atom 5 (H): 0.20

---

Entry 2:
C4H12 | ωB97M-V/def2-TZVPD

Geometry as ORCA input:
```
! wB97M-V def2-TZVPD RIJCOSX def2/J DEFGRID3
* xyz 0 1
C 2.228 -0.502 -0.982
C 2.118 -0.081 0.485
H 2.381 -1.543 -1.042
H 1.422 -0.331 -1.595
H 3.058 -0.048 -1.496
H 1.881 1.102 0.609
H 3.208 -0.260 0.890
H 1.541 -0.638 1.237
C -2.407 -0.449 0.432
C -2.087 1.088 0.017
H -2.756 -0.921 -0.434
H -1.555 -1.033 0.776
H -3.127 -0.506 1.319
H -1.721 0.991 -0.961
H -3.010 1.474 0.314
H -1.175 1.655 0.432
*
```

## Properties
Gap between HOMO and LUMO ... 12.42 eV
HOMO energy ... -0.41619 hartree
SMILES ... CC.CC
Electronic energy ... -4341.00953 eV
ΔE to the lowest compared entry with this formula, charge and spin ... 146.5 kJ/mol

These are the natural (NBO) partial charges, in e, on atoms 1 to 5: atom 1 (C): -0.61, atom 2 (C): -0.61, atom 3 (H): 0.20, atom 4 (H): 0.20, atom 5 (H): 0.20

---

Entry 3:
C4H12 | ωB97M-V/def2-TZVPD

Geometry as ORCA input:
```
! wB97M-V def2-TZVPD RIJCOSX def2/J DEFGRID3
* xyz 0 1
C -0.843 -1.443 -1.252
C 0.254 -1.321 -2.312
H -0.832 -2.385 -0.688
H -0.741 -0.650 -0.504
H -1.853 -1.431 -1.643
H 1.283 -1.301 -1.977
H 0.164 -2.237 -2.910
H -0.014 -0.491 -2.963
C 0.856 1.889 1.992
C -0.213 0.892 1.521
H 1.825 1.629 1.576
H 0.559 2.915 1.752
H 0.899 2.052 3.079
H -1.104 0.965 2.147
H -0.016 -0.168 1.728
H -0.225 1.083 0.454
*
```

## Properties
Gap between HOMO and LUMO ... 12.47 eV
HOMO energy ... -0.41790 hartree
SMILES ... CC.CC
Electronic energy ... -4341.95164 eV
ΔE to the lowest compared entry with this formula, charge and spin ... 55.6 kJ/mol

These are the natural (NBO) partial charges, in e, on atoms 1 to 5: atom 1 (C): -0.61, atom 2 (C): -0.61, atom 3 (H): 0.20, atom 4 (H): 0.20, atom 5 (H): 0.20

---

Entry 4:
C4H12 | ωB97M-V/def2-TZVPD

Geometry as ORCA input:
```
! wB97M-V def2-TZVPD RIJCOSX def2/J DEFGRID3
* xyz 0 1
C 0.277 -2.407 0.887
C 1.126 -1.506 1.636
H -0.635 -1.960 0.558
H 0.818 -2.591 0.037
H 0.167 -3.344 1.224
H 1.786 -0.951 1.042
H 0.367 -0.774 2.064
H 1.747 -1.977 2.390
C -0.040 1.871 -0.819
C -1.417 2.006 -1.593
H 0.919 1.708 -1.498
H -0.019 2.934 -0.349
H -0.050 0.979 -0.259
H -1.059 2.010 -2.596
H -2.026 1.060 -1.379
H -1.961 2.943 -1.345
*
```

## Properties
Gap between HOMO and LUMO ... 12.14 eV
HOMO energy ... -0.40673 hartree
SMILES ... CC.CC
Electronic energy ... -4340.83686 eV
ΔE to the lowest compared entry with this formula, charge and spin ... 163.2 kJ/mol

These are the natural (NBO) partial charges, in e, on atoms 1 to 5: atom 1 (C): -0.61, atom 2 (C): -0.60, atom 3 (H): 0.20, atom 4 (H): 0.20, atom 5 (H): 0.21

---

Entry 5:
C4H12 | ωB97M-V/def2-TZVPD

Geometry as ORCA input:
```
! wB97M-V def2-TZVPD RIJCOSX def2/J DEFGRID3
* xyz 0 1
C 1.987 -0.133 -0.951
C 1.247 0.376 -2.194
H 1.589 -1.121 -0.700
H 3.058 -0.298 -1.051
H 1.757 0.544 -0.160
H 0.197 0.448 -1.921
H 1.420 -0.158 -3.125
H 1.575 1.402 -2.385
C -1.239 -0.214 2.234
C -1.942 -0.072 0.874
H -1.777 -0.860 2.930
H -0.189 -0.418 2.110
H -1.403 0.733 2.761
H -1.987 -1.062 0.407
H -1.331 0.539 0.229
H -2.962 0.294 0.940
*
```

## Properties
Gap between HOMO and LUMO ... 12.69 eV
HOMO energy ... -0.42468 hartree
SMILES ... CC.CC
Electronic energy ... -4342.26250 eV
ΔE to the lowest compared entry with this formula, charge and spin ... 25.6 kJ/mol

These are the natural (NBO) partial charges, in e, on atoms 1 to 5: atom 1 (C): -0.60, atom 2 (C): -0.60, atom 3 (H): 0.20, atom 4 (H): 0.20, atom 5 (H): 0.20

---

Entry 6:
C4H12 | ωB97M-V/def2-TZVPD

Geometry as ORCA input:
```
! wB97M-V def2-TZVPD RIJCOSX def2/J DEFGRID3
* xyz 0 1
C -1.758 -0.797 0.880
C -1.594 -1.723 -0.327
H -2.746 -0.906 1.331
H -1.040 -1.014 1.663
H -1.712 0.247 0.571
H -0.880 -1.326 -1.039
H -1.277 -2.715 -0.037
H -2.547 -1.826 -0.851
C 1.719 1.678 -0.928
C 1.681 0.870 0.361
H 2.543 1.349 -1.556
H 0.784 1.565 -1.465
H 1.882 2.740 -0.745
H 2.532 0.972 1.043
H 1.607 -0.182 0.115
H 0.807 1.070 0.984
*
```

## Properties
Gap between HOMO and LUMO ... 12.89 eV
HOMO energy ... -0.43115 hartree
SMILES ... CC.CC
Electronic energy ... -4342.43797 eV
ΔE to the lowest compared entry with this formula, charge and spin ... 8.7 kJ/mol

These are the natural (NBO) partial charges, in e, on atoms 1 to 5: atom 1 (C): -0.61, atom 2 (C): -0.61, atom 3 (H): 0.20, atom 4 (H): 0.20, atom 5 (H): 0.20

---

Entry 7:
C4H12 | ωB97M-V/def2-TZVPD

Geometry as ORCA input:
```
! wB97M-V def2-TZVPD RIJCOSX def2/J DEFGRID3
* xyz 0 1
C -0.089 2.828 0.878
C -0.833 1.711 0.114
H 0.263 3.542 0.131
H -0.850 3.385 1.421
H 0.757 2.460 1.443
H -0.129 0.987 -0.308
H -1.396 1.086 0.810
H -1.391 2.086 -0.733
C 0.316 -2.950 -0.206
C 0.643 -1.575 -0.748
H 0.521 -3.782 -0.892
H 0.872 -3.253 0.680
H -0.756 -3.048 -0.031
H 0.656 -0.885 0.098
H -0.156 -1.151 -1.359
H 1.571 -1.443 -1.297
*
```

## Properties
Gap between HOMO and LUMO ... 12.61 eV
HOMO energy ... -0.42191 hartree
SMILES ... CC.CC
Electronic energy ... -4342.19243 eV
ΔE to the lowest compared entry with this formula, charge and spin ... 32.4 kJ/mol

These are the natural (NBO) partial charges, in e, on atoms 1 to 5: atom 1 (C): -0.61, atom 2 (C): -0.61, atom 3 (H): 0.20, atom 4 (H): 0.20, atom 5 (H): 0.21

---

Entry 8:
C4H12 | ωB97M-V/def2-TZVPD

Geometry as ORCA input:
```
! wB97M-V def2-TZVPD RIJCOSX def2/J DEFGRID3
* xyz 0 1
C -0.198 2.013 1.186
C -0.050 2.914 -0.024
H 0.808 1.747 1.484
H -0.739 2.391 2.011
H -0.778 1.089 0.979
H -0.646 3.718 0.180
H -0.176 2.355 -1.001
H 0.964 3.201 -0.192
C 0.513 -3.155 -0.408
C -0.169 -1.808 -0.808
H 1.633 -3.207 -0.655
H 0.357 -3.191 0.614
H -0.114 -3.961 -0.860
H 0.149 -0.862 -0.465
H -0.292 -1.522 -1.842
H -1.263 -1.722 -0.197
*
```

## Properties
Gap between HOMO and LUMO ... 12.34 eV
HOMO energy ... -0.41369 hartree
SMILES ... CC.CC
Electronic energy ... -4341.07136 eV
ΔE to the lowest compared entry with this formula, charge and spin ... 140.6 kJ/mol

These are the natural (NBO) partial charges, in e, on atoms 1 to 5: atom 1 (C): -0.61, atom 2 (C): -0.61, atom 3 (H): 0.20, atom 4 (H): 0.21, atom 5 (H): 0.20